Entry 1:
Below is a 2-piece molecular cluster, C3H8O2S overall, with properties calculated with ωB97M-V/def2-TZVPD.

The geometry in XYZ format:
```
14
C3H8O2S, DFT ωB97M-V/def2-TZVPD
C -0.174 0.523 1.600
C 1.072 -0.088 0.932
S 0.805 -1.579 -0.060
H -0.370 1.522 1.217
H -1.044 -0.123 1.484
H -0.038 0.533 2.686
H 1.823 -0.273 1.697
H 1.534 0.628 0.257
H 1.076 -2.520 0.893
O 0.098 1.167 -2.018
C -0.866 0.580 -2.420
O -1.625 -0.253 -1.701
H -1.241 0.698 -3.445
H -1.052 -0.813 -1.123
```

Results
expectation value of S²	0.751
spin multiplicity	2
molar mass	108.162	g/mol
highest occupied orbital energy (alpha / beta)	0.75 / -5.56	eV
calculated total energy	-667.73276	Eh
total charge	-1

Entry 2:
Below is one molecule with the formula C8H7N3OS in a non-equilibrium geometry, with properties calculated with ωB97M-V/def2-TZVPD.

The geometry in XYZ format:
```
20
C8H7N3OS, DFT ωB97M-V/def2-TZVPD
O -3.137 -2.272 0.407
N -2.964 -0.906 -0.152
C -1.713 -0.700 0.053
C -1.060 0.650 -0.073
C -1.756 1.751 -0.126
C -0.748 2.790 -0.047
C 0.477 2.240 0.116
N 0.242 0.852 0.045
C 1.246 -0.185 -0.021
N 1.156 -1.430 -0.151
C 2.433 -2.019 -0.193
C 3.438 -1.167 0.006
S 2.889 0.448 0.208
H -4.060 -2.344 -0.290
H -1.119 -1.601 0.613
H -2.759 2.243 -0.452
H -1.096 3.792 0.139
H 1.525 2.573 0.495
H 2.607 -3.122 -0.305
H 4.398 -1.594 -0.275
```

Results
spin multiplicity	1
molar mass	193.231	g/mol
highest occupied orbital energy	-8.64	eV
calculated total energy	-946.56995	Eh
structure (SMILES)	O/N=C/c1cccn1-c1nccs1

Entry 3:
Below is a 2-piece molecular cluster, C4H9N2O overall in a non-equilibrium geometry, with properties calculated with ωB97M-V/def2-TZVPD.

The geometry in XYZ format:
```
16
C4H9N2O, DFT ωB97M-V/def2-TZVPD
C -1.408 2.160 -0.102
C -0.483 1.062 0.132
C 0.921 1.111 0.456
N 1.285 -0.134 0.798
C 0.177 -0.900 0.919
N -0.853 -0.212 0.435
H -0.829 3.030 -0.429
H -1.951 2.422 0.813
H -2.106 1.936 -0.916
H 1.677 1.888 0.418
H 2.148 -0.265 1.334
H 0.216 -1.962 1.153
H -1.826 -0.516 0.462
H -0.338 -2.932 -1.934
H 0.902 -2.409 -2.680
O 0.431 -2.349 -1.842
```

Results
expectation value of S²	0.761
spin multiplicity	2
molar mass	101.129	g/mol
highest occupied orbital energy (alpha / beta)	-18.63 / -18.63	eV
calculated total energy	-341.83811	Eh
total charge	+2